a.
The following is a quantum chemistry calculation of a single C4H3NOS2 molecule, from OMol25.

```
! RIJCOSX wB97M-V def2-TZVPD def2/J DEFGRID3
* xyz 0 1
N 0.74 -0.96 -2.69
C 0.41 -0.35 -1.76
C 0.18 0.26 -0.49
S -0.45 1.98 -0.38
C 1.41 0.10 0.59
S 0.42 -0.99 1.77
C -0.71 -0.62 0.44
O -1.85 -0.96 0.23
H -1.32 1.62 0.91
H 2.23 -0.47 0.22
H 1.55 1.08 0.95
*
```

Computed properties:
HOMO: -10.27 eV
SMILES: N#C[C@]1(S)CSC1=O


b.
The following is a quantum chemistry calculation of a molecular structure, C4H3NOS2, from OMol25.

```
! RIJCOSX wB97M-V def2-TZVPD def2/J DEFGRID3
* xyz 0 1
C -0.38 -0.56 -0.20
C 0.93 -1.15 -0.10
C 0.55 1.64 0.22
C -0.63 0.77 0.01
H -2.67 -1.45 0.21
H 1.08 -2.14 0.18
H -1.58 1.16 0.03
N 1.94 -0.48 0.08
O 1.76 0.93 0.29
S -1.39 -2.02 -0.77
S 0.40 3.29 0.04
*
```

Computed properties:
HOMO: -9.06 eV


Each structure's energy above the most stable one, in kJ/mol: a 0.0; b 256.8.


a.
The following is a quantum chemistry calculation of a single C2H3BrOS molecule, from OMol25.

```
! RIJCOSX wB97M-V def2-TZVPD def2/J DEFGRID3
* xyz 0 1
O -0.41 0.86 -1.10
C 0.54 -0.04 -0.36
C -0.27 -0.40 0.96
S -1.09 -1.69 1.17
Br -0.11 1.21 2.16
H -0.75 0.48 -1.88
H 0.73 -1.04 -0.90
H 1.36 0.61 -0.05
*
```

Computed properties:
HOMO: -9.34 eV
SMILES: OCC(=S)Br


b.
The following is a quantum chemistry calculation of a molecular structure, C2H3BrOS, from OMol25.

```
! RIJCOSX wB97M-V def2-TZVPD def2/J DEFGRID3
* xyz 0 1
C 0.99 -0.01 0.02
C -0.47 0.08 0.17
O -1.10 -1.16 0.12
S 1.95 2.06 -0.50
Br 2.12 -1.41 -0.28
H -0.88 0.87 -0.62
H -0.51 0.65 1.16
H -2.10 -1.08 -0.06
*
```

Computed properties:
HOMO (alpha / beta): -8.43 / -8.21 eV


Each structure's energy above the most stable one, in kJ/mol: a 0.0; b 346.4.


a.
The following is a quantum chemistry calculation of a gas-phase ion, C6H10N5 (charge +1), from OMol25.

```
! RIJCOSX wB97M-V def2-TZVPD def2/J DEFGRID3
* xyz 1 1
C 0.05 -0.72 1.73
C 0.53 -0.84 0.31
N 2.00 -1.04 0.42
C 2.80 -0.16 -0.05
N 2.42 1.16 -0.42
C 1.20 1.37 -0.58
C 0.19 0.26 -0.70
N -1.19 0.91 -0.21
N 0.09 -0.47 -1.86
C -0.22 -1.82 -1.49
N 0.06 -2.03 -0.25
H 0.55 -1.51 2.17
H -1.02 -0.89 1.93
H 0.38 0.26 2.19
H 3.87 -0.15 0.06
H 0.81 2.37 -0.84
H -1.02 1.41 0.74
H -1.84 0.15 0.01
H -1.49 1.48 -0.93
H -0.09 -0.09 -2.74
H -0.67 -2.56 -2.24
*
```

Computed properties:
HOMO: -13.78 eV
SMILES: C[C@]12N=CN=C[C@@]1([NH3+])NC=N2


b.
The following is a quantum chemistry calculation of a gas-phase ion, C6H10N5 (charge +1), from OMol25.

```
! RIJCOSX wB97M-V def2-TZVPD def2/J DEFGRID3
* xyz 1 1
C -1.72 -1.14 -1.32
C -0.95 -1.65 -0.31
C -0.78 0.98 -1.17
C 0.75 -1.15 1.26
C -0.01 0.55 -0.13
C 2.10 0.89 1.53
N -1.78 0.21 -1.74
N -0.03 -0.71 0.33
N 1.59 -0.25 1.99
N 3.00 1.44 2.30
N -2.59 0.64 -2.75
H -2.59 -1.79 -1.64
H -0.80 -2.73 -0.21
H -0.82 2.00 -1.45
H 0.58 -2.23 1.64
H 0.86 1.14 0.12
H 2.05 -0.79 2.67
H 3.10 1.00 3.15
H 3.33 2.34 2.19
H -2.04 1.32 -3.36
H -3.25 -0.07 -3.12
*
```

Computed properties:
HOMO (alpha / beta): -10.98 / -10.98 eV


Each structure's energy above the most stable one, in kJ/mol: a 0.0; b 223.1.


a.
The following is a quantum chemistry calculation of a single C4H10FN molecule, from OMol25.

```
! RIJCOSX wB97M-V def2-TZVPD def2/J DEFGRID3
* xyz 0 1
C 1.00 1.84 -0.47
N 0.98 0.55 0.30
C 0.04 -0.66 0.45
C -0.14 -1.36 -0.86
C -1.37 -0.23 0.96
F 0.63 -1.40 1.45
H 1.83 1.93 -1.18
H 0.10 1.88 -1.20
H 0.91 2.56 0.24
H 1.85 0.20 0.47
H 0.74 -1.59 -1.47
H -0.93 -0.78 -1.49
H -0.56 -2.25 -0.58
H -1.86 0.18 0.12
H -1.97 -1.12 1.26
H -1.25 0.25 2.00
*
```

Computed properties:
HOMO: -8.39 eV
SMILES: CNC(C)(C)F


b.
The following is a quantum chemistry calculation of a single C4H10FN molecule, from OMol25.

```
! RIJCOSX wB97M-V def2-TZVPD def2/J DEFGRID3
* xyz 0 1
C -1.35 -1.04 -0.93
N -0.13 -0.22 -1.04
C -0.47 0.88 -1.91
C 0.27 0.45 0.22
C 0.82 -0.49 1.27
F 1.10 0.36 2.33
H -1.18 -2.03 -0.50
H -2.05 -0.75 -0.15
H -1.80 -1.19 -1.87
H -1.15 0.53 -2.70
H -1.12 1.58 -1.34
H 0.40 1.42 -2.27
H -0.65 0.94 0.68
H 1.06 1.25 0.10
H 1.75 -0.90 0.95
H 0.11 -1.32 1.50
*
```

Computed properties:
HOMO: -9.02 eV
SMILES: CN(C)CCF


c.
The following is a quantum chemistry calculation of 2 unconnected molecules or ions with the total composition C4H10FN, from OMol25.

```
! RIJCOSX wB97M-V def2-TZVPD def2/J DEFGRID3
* xyz 0 1
C 0.80 0.87 -1.05
C 0.89 0.39 0.50
C 0.34 -1.07 0.47
C -1.21 -1.32 0.53
H -0.17 2.57 -0.63
H -1.34 1.01 -0.38
H 0.99 -0.14 -1.64
H 1.74 1.46 -1.24
H 0.10 1.05 1.21
H 1.91 0.57 1.28
H 0.66 -1.52 -0.53
H 0.94 -1.64 1.15
H -1.51 -2.29 1.12
H -1.88 -0.71 1.08
N -0.41 1.66 -1.23
F -1.86 -0.90 -0.63
*
```

Computed properties:
HOMO: -9.18 eV


Each structure's energy above the most stable one, in kJ/mol: a 32.0; b 0.0; c 364.7.


a.
The following is a quantum chemistry calculation of 2 unconnected molecules or ions with the total composition C4H8NO2P, from OMol25.

```
! RIJCOSX wB97M-V def2-TZVPD def2/J DEFGRID3
* xyz 0 1
C -2.32 -1.21 0.20
C -1.09 -0.37 -0.07
C -1.27 1.13 -0.14
C 1.80 0.00 -0.97
N -0.02 -1.03 -0.11
O -3.43 -0.87 -0.17
O -0.19 1.74 0.63
P 2.96 -0.01 0.37
H -2.21 -2.26 0.55
H -1.11 1.61 -1.11
H -2.13 1.35 0.30
H 2.17 -0.75 -1.69
H 1.43 1.00 -1.16
H -0.21 1.37 1.54
H 2.16 -0.21 1.53
H 3.44 -1.48 0.31
*
```

Computed properties:
HOMO (alpha / beta): -8.67 / -8.36 eV


b.
The following is a quantum chemistry calculation of 2 unconnected molecules or ions with the total composition C4H8NO2P, from OMol25.

```
! RIJCOSX wB97M-V def2-TZVPD def2/J DEFGRID3
* xyz 0 1
C 0.37 -0.27 0.91
C 1.13 -0.08 -0.37
C -0.59 0.97 0.92
C 0.14 0.10 -1.44
N -3.74 0.15 0.07
O -4.47 -0.54 -0.58
O -3.59 0.07 1.29
P -1.12 1.26 -0.86
H -0.02 -1.27 1.09
H 1.07 -0.38 1.78
H 1.75 0.88 -0.41
H 1.87 -0.89 -0.47
H -1.60 0.78 1.35
H -0.15 1.91 1.39
H 0.73 0.68 -2.27
H -0.33 -0.79 -1.83
*
```

Computed properties:
HOMO (alpha / beta): -9.85 / -8.07 eV


Each structure's energy above the most stable one, in kJ/mol: a 0.0; b 18.7.


a.
The following is a quantum chemistry calculation of a single C5H11N3O molecule, from OMol25.

```
! RIJCOSX wB97M-V def2-TZVPD def2/J DEFGRID3
* xyz 0 1
N 1.77 -2.57 -0.19
N 1.79 -1.21 -0.66
C 1.11 -0.36 0.01
C 0.08 -0.71 1.04
N -1.31 -0.33 0.69
C -1.57 0.31 -0.58
C -1.05 1.75 -0.60
C 0.35 1.90 0.03
O 1.22 0.93 -0.40
H 2.26 -3.12 -0.91
H 2.51 -2.55 0.54
H 0.39 -0.25 2.02
H 0.19 -1.82 1.21
H -1.90 -1.20 0.72
H -2.62 0.34 -0.69
H -1.17 -0.27 -1.48
H -1.82 2.27 0.06
H -1.15 2.12 -1.62
H 0.22 1.91 1.13
H 0.71 2.85 -0.33
*
```

Computed properties:
HOMO: -8.64 eV
SMILES: N/N=C1\CNCCCO1


b.
The following is a quantum chemistry calculation of a molecular structure, C5H11N3O, from OMol25.

```
! RIJCOSX wB97M-V def2-TZVPD def2/J DEFGRID3
* xyz 0 1
C 0.61 1.44 -0.80
C 1.11 0.93 0.63
C 0.54 -1.26 -0.13
C -1.64 -0.11 0.30
C -2.87 -0.01 -0.82
H 1.08 1.10 -1.99
H -0.48 1.19 -0.88
H 0.52 2.58 -0.75
H 1.81 1.65 0.99
H 0.31 0.64 1.13
H 2.82 0.41 -0.99
H 3.39 -0.18 0.69
H 0.83 -2.41 -0.32
H -2.39 0.75 -1.65
H -3.03 -1.14 -1.56
H -3.70 0.59 -0.33
N 1.54 -0.39 0.24
N 2.92 -0.45 -0.24
N -0.75 -1.12 -0.13
O -1.71 0.32 1.45
*
```

Computed properties:
HOMO: -9.15 eV


Each structure's energy above the most stable one, in kJ/mol: a 0.0; b 343.7.